ORCA calculation (ωB97M-V with the def2-TZVPD basis set) on 11 unconnected molecules or ions with the total composition C22H62Cl4O18 in a non-equilibrium geometry.

Geometry as XYZ:
```
106
Properties=species:S:1:pos:R:3:forces:R:3:mulliken_spin:R:1
C 3.74870 2.90225 0.20212 1.071 0.013 -1.089 0.0082
C 3.82897 4.41153 0.05847 -1.033 0.697 -2.986 -0.0008
O 5.04747 4.80297 -0.61630 0.797 -0.138 1.755 0.0002
O 4.65868 2.39194 1.14283 0.168 -0.847 2.223 0.0042
H 4.23761 2.47261 -0.67222 -0.898 0.457 -1.211 0.0006
H 2.81862 2.34358 0.30661 -0.373 0.895 0.253 -0.0058
H 3.54862 5.13595 0.82313 0.820 -0.635 0.718 0.0000
H 3.12981 4.71832 -0.71944 -1.024 -0.577 0.138 0.0000
H 5.13593 4.34562 -1.45570 -0.341 -0.035 -0.094 0.0000
H 5.51212 2.78728 0.95064 0.387 0.026 0.195 -0.0004
C 2.89896 2.39694 -5.40903 -0.282 0.975 -0.628 0.0000
C 3.14319 1.13242 -4.64643 1.096 0.256 0.295 0.0002
O 2.42758 0.03969 -5.09810 -0.989 -1.027 -0.297 0.0000
O 3.47795 3.52511 -4.72874 -0.775 -0.359 -0.226 0.0000
H 1.85429 2.58171 -5.65929 -0.367 0.258 1.110 0.0000
H 3.22555 2.31828 -6.44599 0.982 -0.170 -0.055 0.0000
H 2.95184 1.23573 -3.57834 -0.308 0.275 0.023 -0.0001
H 4.21443 0.94835 -4.72804 0.341 -0.223 0.139 0.0000
H 2.84609 -0.40300 -5.84004 0.102 0.151 -0.081 0.0000
H 4.40943 3.37270 -4.55355 0.122 -0.178 -0.281 0.0000
C -1.54442 -2.76602 3.84413 -0.272 -0.820 -1.769 -0.0002
C -1.14055 -1.50154 4.49358 -0.178 0.397 0.813 -0.0002
O 0.26476 -1.46552 4.64873 0.745 0.347 -0.105 0.0021
O -1.46839 -2.61606 2.43025 -0.842 0.373 -0.573 0.0003
H -2.59583 -2.99748 4.01459 -0.008 0.186 0.269 0.0000
H -0.99244 -3.67173 4.09537 0.306 0.202 0.676 0.0000
H -1.57737 -1.37908 5.48468 -0.313 -0.022 0.007 0.0001
H -1.42226 -0.67796 3.83748 -0.447 0.031 0.048 0.0000
H 0.46515 -0.62022 5.05726 0.278 -0.029 0.206 0.0002
H -0.59062 -2.66096 2.04412 0.416 -0.496 0.530 -0.0004
C -2.12268 3.22722 2.56359 -0.890 2.069 1.204 0.0011
C -2.35140 3.38954 4.06497 1.870 0.326 1.217 0.0000
O -3.20087 4.44157 4.50322 -0.387 -0.421 -0.824 0.0000
O -1.70223 4.52751 2.00002 -0.050 -2.056 -0.077 -0.0001
H -3.11214 2.90463 2.23956 0.055 -0.023 -0.978 0.0001
H -1.39241 2.43805 2.38465 0.031 0.380 -0.190 -0.0009
H -1.43733 3.70688 4.56684 0.536 -0.036 -0.413 0.0000
H -2.52147 2.42376 4.54081 -0.826 -0.183 -0.183 0.0000
H -4.10255 4.27596 4.21835 -0.264 -0.089 0.060 0.0000
H -2.44907 5.12731 2.06379 -0.102 0.048 0.248 0.0000
C -1.37834 -0.63778 -4.42758 -0.946 0.062 -0.790 0.0001
C -1.39558 0.69719 -5.16743 -0.740 -0.024 2.195 -0.0001
O -0.85011 0.70672 -6.42070 0.379 -0.171 -1.531 0.0000
O -0.07760 -1.10036 -4.21947 0.532 -0.440 0.738 0.0000
H -1.93070 -1.43212 -4.92961 -0.160 0.085 -0.586 0.0000
H -1.95835 -0.51255 -3.51326 0.388 0.214 0.564 0.0002
H -0.81011 1.39219 -4.56552 0.220 0.115 0.221 0.0001
H -2.41189 1.08444 -5.09496 -0.225 0.047 -0.366 0.0000
H -1.55838 0.63279 -7.06450 0.110 -0.121 -0.201 0.0000
H 0.52301 -0.55564 -4.73343 0.553 0.085 -0.176 0.0000
C -4.66422 -1.17986 2.09284 -1.111 0.709 0.112 -0.0001
C -4.22948 0.28072 2.03575 1.768 -0.643 0.794 -0.0002
O -4.50083 0.97501 3.28562 -0.375 -0.219 -1.099 0.0000
O -6.08534 -1.20803 2.13292 -0.272 -0.398 -0.226 0.0000
H -4.28956 -1.69747 2.97591 0.409 0.249 0.111 0.0000
H -4.34091 -1.76353 1.23090 0.015 0.260 -0.117 0.0000
H -4.56874 0.83510 1.16072 -0.539 -0.203 0.056 0.0000
H -3.14280 0.25704 1.95429 0.286 0.103 -0.067 0.0000
H -5.16513 1.62218 3.03766 -0.258 0.048 0.426 0.0000
H -6.36329 -1.01097 3.03042 -0.013 0.050 0.055 0.0000
C 1.94039 -4.77786 2.09697 2.101 0.489 1.650 0.0000
C 2.00351 -4.59251 3.62567 -0.730 0.945 -0.785 -0.0003
O 2.23833 -3.18923 4.04765 0.919 -2.271 -0.840 -0.0007
O 0.98099 -3.98839 1.53364 -1.939 0.750 -0.003 -0.0001
H 1.87741 -5.85132 1.91859 -0.338 -0.155 -0.267 0.0001
H 2.89497 -4.41207 1.71872 0.583 -0.369 -0.132 0.0006
H 2.76810 -5.29438 3.95867 0.356 0.630 0.435 0.0001
H 1.06202 -4.99440 4.00007 -0.184 0.370 0.435 0.0001
H 1.42129 -2.69599 4.15136 -0.562 -0.288 0.158 -0.0002
H 1.07010 -4.04693 0.57958 0.150 0.107 -0.520 0.0003
C -0.16528 -4.52085 -2.84626 1.016 -0.701 0.496 0.0001
C 0.77240 -5.06951 -1.73094 -0.449 0.669 -0.517 -0.0001
O 1.56921 -4.07007 -1.08076 -0.284 0.458 0.016 0.0002
O 0.56022 -4.10795 -3.97470 0.441 -0.320 -0.137 0.0000
H -0.82766 -3.74321 -2.46597 0.067 0.110 0.217 0.0000
H -0.77945 -5.38859 -3.08697 -0.270 -0.019 -0.301 0.0000
H 1.51601 -5.79659 -2.05730 -0.650 -0.422 -0.513 0.0000
H 0.09338 -5.50379 -0.99716 0.267 -0.097 0.287 0.0000
H 2.33947 -3.92187 -1.63424 0.028 0.122 -0.034 0.0000
H 0.38403 -3.20086 -4.23497 -0.282 0.390 0.227 0.0000
C 2.51475 -0.13855 2.45109 2.032 0.655 2.859 0.0672
C 2.95305 -0.90145 1.20267 -0.692 -1.069 -2.056 0.1174
O 3.33332 -0.08372 0.16925 0.236 0.985 0.373 0.1670
O 3.59078 0.69915 3.03759 -2.534 -2.692 -0.732 0.5145
H 2.17178 -0.81166 3.23684 -0.008 0.083 -0.147 -0.0089
H 1.78221 0.61461 2.16084 -0.661 0.215 -0.640 0.0616
H 2.16227 -1.48112 0.72647 -0.353 -0.415 1.053 -0.0189
H 3.80654 -1.54671 1.41069 0.013 -0.331 0.942 0.0624
H 3.89483 0.53231 0.64551 1.167 0.837 -1.130 0.0033
H 3.95762 1.14992 2.27350 1.067 1.699 -0.466 -0.0089
Cl -2.14358 -0.87898 -0.42834 0.556 0.149 -0.217 0.0004
C -0.43016 -0.77501 -0.94885 0.744 -0.664 0.892 0.0014
C 0.06097 0.65484 -1.13438 -0.632 -1.072 -1.569 0.0029
Cl 0.09827 1.63196 0.34155 0.018 -0.088 0.080 0.0296
H -0.29463 -1.45114 -1.79300 -0.205 0.820 -0.623 -0.0006
H 0.20673 -1.29272 -0.23160 -0.331 0.092 0.667 -0.0019
H -0.63316 1.06612 -1.86728 0.031 0.744 0.295 0.0028
H 1.04494 0.67617 -1.60283 0.061 -0.130 0.262 0.0005
Cl -5.51660 1.94287 -1.47190 -0.284 0.185 -0.191 0.0000
C -4.52662 3.35293 -0.93922 -1.365 -1.195 1.056 0.0001
C -3.11352 2.94602 -0.98983 1.354 1.029 0.330 0.0006
Cl -2.57252 2.90116 -2.65761 0.547 -0.213 -0.787 0.0002
H -4.78762 3.44448 0.11510 -0.110 0.349 0.017 0.0000
H -4.85060 4.24192 -1.48036 0.446 -0.192 -0.100 0.0000
H -2.82989 2.01597 -0.49723 -0.639 -0.177 -0.144 -0.0009
H -2.52203 3.70611 -0.47943 0.129 0.194 -0.075 -0.0003
```
Positions in Å, forces in eV/Å.

Results
total energy: -110749.028 eV
multiplicity: 2
total charge: +1
HOMO (spin up / spin down): -11.8 / -11.8 eV